Here is an isolated ion of composition C6H5FN and charge +1 at a distorted geometry from the Open Molecules 2025 dataset. Energies are from ωB97M-V/def2-TZVPD.

Each line ends with the Löwdin charge.
Atoms and positions in Å:
C: -0.10 -0.07 0.09  -0.11
C: -0.37 -1.57 -1.70  0.08
C: -1.54 -0.70 -1.51  -0.03
C: 0.39 0.67 1.00  0.23
C: 0.51 -1.24 -0.75  -0.16
C: 0.72 1.65 1.92  0.03
N: -1.39 0.12 -0.52  0.11
F: 1.69 -1.70 -0.35  0.14
H: -0.14 -2.38 -2.23  0.09
H: -2.31 -0.64 -2.27  0.14
H: 0.38 2.54 1.46  0.13
H: 1.83 1.82 1.89  0.17
H: 0.34 1.50 2.98  0.15

Computed properties:
Molecular weight ... 110.111 g mol⁻¹
Energy relative to the best compared isomer or geometry (same formula, charge and spin) ... 2.381 eV
LUMO energy ... -7.3 eV
Kohn-Sham gap ... 7.2831 eV
Total charge ... +1

Here is an isolated ion of composition C6H5FN and charge +1 at a distorted geometry from the Open Molecules 2025 dataset. Energies are from ωB97M-V/def2-TZVPD.

Each line ends with the Löwdin charge.
Atoms and positions in Å:
C: -0.08 0.49 0.01  -0.17
C: -2.12 -0.57 -0.01  0.08
C: -2.21 0.87 0.00  -0.03
C: 1.19 0.37 0.01  0.25
C: -0.80 -0.85 0.00  -0.18
C: 2.53 0.05 0.01  0.03
N: -1.06 1.45 0.01  0.13
F: -0.18 -2.00 0.00  0.17
H: -2.92 -1.29 -0.01  0.14
H: -3.12 1.45 -0.01  0.14
H: 2.85 -0.45 0.93  0.14
H: 3.10 1.00 -0.05  0.17
H: 2.82 -0.53 -0.88  0.14

Computed properties:
Molecular weight ... 110.111 g mol⁻¹
Energy relative to the best compared isomer or geometry (same formula, charge and spin) ... 1.719 eV
LUMO energy ... -7.1 eV
Kohn-Sham gap ... 7.5565 eV
Total charge ... +1

Here is a single C6H5FN2O molecule at a distorted geometry from the Open Molecules 2025 dataset. Energies are from ωB97M-V/def2-TZVPD.

Each line ends with the Löwdin charge.
Atoms and positions in Å:
C: 0.53 -1.86 -0.17  0.00
N: 0.39 -0.43 -0.23  -0.05
C: 1.39 0.42 0.12  -0.46
O: 2.49 0.13 0.50  0.12
C: 0.81 1.83 0.10  0.08
C: -0.51 1.67 -0.10  0.03
C: -0.88 0.21 -0.35  -0.34
F: -1.49 -0.01 -1.69  0.00
C: -1.89 -0.21 0.71  -0.10
N: -2.72 -0.39 1.49  0.18
H: 1.55 -1.99 0.12  0.08
H: -0.10 -2.20 0.62  0.08
H: 0.25 -2.42 -1.12  0.12
H: 1.40 2.83 0.15  0.16
H: -1.22 2.41 -0.14  0.09

Computed properties:
Molecular weight ... 140.117 g mol⁻¹
Energy relative to the best compared isomer or geometry (same formula, charge and spin) ... 0.249 eV
LUMO energy ... -0.4 eV
Kohn-Sham gap ... 10.2795 eV
Total charge ... 0
SMILES string ... CN1C(=O)C=C[C@]1(F)C#N

Here is an isolated ion of composition C6H5FNO2 and charge +1 at a distorted geometry from the Open Molecules 2025 dataset. Energies are from ωB97M-V/def2-TZVPD.

Each line ends with the Löwdin charge.
Atoms and positions in Å:
O: 2.60 0.70 0.98  0.21
C: 2.00 0.53 -0.04  -0.37
O: 2.65 0.58 -1.28  0.10
F: 3.87 -0.07 -1.06  0.03
C: 0.52 0.22 0.02  -0.06
C: -0.42 1.24 0.14  0.06
C: -1.73 0.86 0.23  0.00
N: -2.09 -0.42 0.21  0.13
C: -1.19 -1.40 0.06  0.00
C: 0.14 -1.12 -0.03  0.06
H: -0.12 2.28 0.18  0.15
H: -2.49 1.63 0.36  0.16
H: -3.06 -0.69 0.30  0.20
H: -1.54 -2.43 0.06  0.16
H: 0.86 -1.93 -0.13  0.16

Computed properties:
Molecular weight ... 142.109 g mol⁻¹
Energy relative to the best compared isomer or geometry (same formula, charge and spin) ... 0.194 eV
LUMO energy ... -5.5 eV
Kohn-Sham gap ... 9.7622 eV
Total charge ... +1
SMILES string ... O=C(OF)c1cc[nH+]cc1

Here is a 2-piece molecular cluster, C6H5IS2 overall at a distorted geometry from the Open Molecules 2025 dataset. Energies are from ωB97M-V/def2-TZVPD.

Each line ends with the Löwdin charge.
Atoms and positions in Å:
C: 1.02 -1.35 -0.20  -0.07
C: 0.76 -0.50 -1.27  -0.08
C: 0.80 -0.91 1.10  -0.11
C: 0.30 0.77 -1.06  -0.14
C: 0.33 0.37 1.33  -0.15
C: 0.09 1.23 0.25  -0.80
S: -0.49 2.82 0.54  0.75
S: -3.34 1.07 -0.83  -0.29
I: -3.01 -0.87 0.39  0.36
H: 1.40 -2.35 -0.37  0.11
H: 0.93 -0.86 -2.28  0.11
H: 0.98 -1.57 1.93  0.11
H: 0.08 1.43 -1.88  0.10
H: 0.15 0.72 2.34  0.10

Computed properties:
Molecular weight ... 268.144 g mol⁻¹
LUMO energy (alpha / beta) ... -3.5 / -3.5 eV
Kohn-Sham gap (alpha / beta) ... 4.4306 / 4.4028 eV
Total charge ... 0

Here is a single C6H5N molecule from the Open Molecules 2025 dataset. Energies are from ωB97M-V/def2-TZVPD.

Each line ends with the Löwdin charge.
Atoms and positions in Å:
C: -2.33 0.78 0.69  0.12
C: -1.56 -0.01 0.19  -0.09
C: -0.66 -0.97 -0.42  -0.29
N: 0.37 -1.62 0.39  0.07
C: 0.80 -0.64 -0.61  -0.28
C: 1.34 0.66 -0.21  -0.09
C: 1.97 1.67 -0.01  0.12
H: -3.01 1.48 1.14  0.03
H: -1.12 -1.63 -1.16  0.14
H: 0.39 -1.21 1.32  0.11
H: 1.27 -1.08 -1.49  0.14
H: 2.54 2.56 0.17  0.03

Computed properties:
Molecular weight ... 91.113 g mol⁻¹
Energy relative to the best compared isomer or geometry (same formula, charge and spin) ... 3.675 eV
LUMO energy ... 1.1 eV
Kohn-Sham gap ... 10.3879 eV
Total charge ... 0
SMILES string ... C#C[C@@H]1N[C@@H]1C#C

Here is C6H5N as an isolated structure at a distorted geometry from the Open Molecules 2025 dataset. Energies are from ωB97M-V/def2-TZVPD.

Each line ends with the Löwdin charge.
Atoms and positions in Å:
C: 3.17 0.05 0.09  -0.27
C: -1.35 0.91 -0.41  -0.01
C: -0.45 1.22 0.52  0.00
C: -0.55 -1.25 0.45  -0.01
C: -0.69 -0.36 -0.84  -0.15
C: 0.24 -0.02 0.24  -0.10
N: 4.29 0.13 -0.11  -0.12
H: -2.27 1.24 -0.70  0.09
H: -0.29 2.13 1.05  0.11
H: -1.43 -0.99 1.09  0.12
H: 0.00 -2.29 0.51  0.16
H: -0.67 -0.77 -1.88  0.16

Computed properties:
Molecular weight ... 91.113 g mol⁻¹
Energy relative to the best compared isomer or geometry (same formula, charge and spin) ... 8.101 eV
LUMO energy (alpha / beta) ... -2.9 / -2.9 eV
Kohn-Sham gap (alpha / beta) ... 6.9358 / 6.8639 eV
Total charge ... 0

Here is C6H5N2O5SSc as an isolated structure at a distorted geometry from the Open Molecules 2025 dataset. Energies are from ωB97M-V/def2-TZVPD.

Each line ends with the Löwdin charge.
Atoms and positions in Å:
O: 0.71 0.71 -2.46  0.01
C: 0.40 -0.22 -1.61  -0.16
Sc: 0.58 1.38 -0.58  0.74
O: -0.74 4.43 -1.87  0.23
C: -0.33 3.46 -1.41  0.08
C: -1.64 1.49 -0.22  0.03
O: -2.77 1.62 -0.02  0.24
C: 0.68 -1.73 -2.03  -0.29
O: 1.63 -1.91 -2.79  0.23
C: -0.05 -2.73 -1.35  -0.14
O: -0.62 -2.76 -0.27  0.13
H: 0.23 -3.34 -2.18  0.16
N: 0.76 -0.61 1.18  0.09
C: 0.39 0.39 2.03  -0.86
N: -0.61 0.09 2.90  0.17
S: 0.97 1.98 1.86  0.78
H: 0.25 -1.50 1.10  0.12
H: 1.75 -0.69 0.91  0.14
H: -0.82 0.79 3.61  0.14
H: -0.75 -0.86 3.21  0.15

Computed properties:
Molecular weight ... 262.138 g mol⁻¹
Energy relative to the best compared isomer or geometry (same formula, charge and spin) ... 2.072 eV
LUMO energy ... -10.0 eV
Kohn-Sham gap ... 7.4521 eV
Total charge ... +2